35
Properties=species:S:1:pos:R:3:lowdin_charge:R:1 method="wB97M-V/def2-TZVPD" smiles="Nc1nc2ccc(Cl)cc2s1.CNC(=O)CNC(C)=O" multiplicity=1 energy_ha=-1694.2148 lumo_energy_ev=0.59 charge=0 largest_force_ha_per_bohr=0.0408
Cl 3.50 -2.69 -0.81 0.64
S 1.56 -2.59 4.43 1.07
O -1.69 2.33 -4.83 0.04
O -0.02 0.97 0.33 0.05
N -0.96 2.67 -0.80 0.02
N -1.00 -2.27 5.51 0.08
N -0.78 -2.22 3.27 0.10
N -1.35 1.06 -3.06 0.06
C -0.48 1.41 -0.71 -0.49
C -0.94 3.62 0.31 -0.05
C -0.91 1.87 -4.02 -0.58
C 2.52 -2.64 1.75 -0.10
C -0.58 0.50 -1.94 -0.07
C 2.23 -2.55 0.38 -0.66
C 0.18 -2.32 2.27 -0.33
C 0.91 -2.35 -0.03 -0.11
C -0.12 -2.23 0.91 -0.02
C 1.49 -2.52 2.69 -0.48
C 0.56 2.25 -4.08 0.01
C -0.18 -2.33 4.42 -0.69
H -1.98 -2.36 5.27 0.10
H 0.87 2.71 -3.14 0.08
H -1.15 -2.06 0.62 0.11
H -1.47 3.20 1.17 0.09
H -1.05 -0.43 -1.62 0.12
H -1.36 2.96 -1.68 0.12
H 0.09 3.84 0.60 0.09
H 1.15 1.36 -4.27 0.09
H -0.66 -2.72 6.36 0.09
H 0.68 -2.28 -1.09 0.09
H -1.43 4.55 0.01 0.08
H -2.33 0.83 -3.11 0.15
H 0.71 2.96 -4.90 0.09
H 3.55 -2.79 2.07 0.11
H 0.44 0.26 -2.26 0.12

=====

42
Properties=species:S:1:pos:R:3:lowdin_charge:R:1 method="wB97M-V/def2-TZVPD" multiplicity=2 s_squared=0.753 energy_ha=-1816.4645 lumo_energy_ev="2.50 / 2.42" charge=-1 largest_force_ha_per_bohr=0.0961
F 1.41 -2.07 0.38 0.17
F -4.25 -1.07 -5.05 0.16
F 3.96 -2.15 0.12 0.09
F 4.78 -0.61 1.22 0.13
F 0.71 -3.89 1.23 0.18
F 5.94 -1.34 -0.45 0.11
F 1.86 -2.54 2.46 0.16
F -3.64 -2.85 -4.04 0.18
F -5.40 -1.84 -3.27 0.12
O -2.80 -1.47 -1.88 0.14
O 3.84 -0.17 -2.18 -0.12
O -3.05 0.44 -3.14 0.01
O -1.47 -2.38 1.80 0.18
O -0.05 -0.87 2.70 0.02
O 3.35 0.89 -0.20 -0.06
C -0.38 -1.96 2.02 -0.40
C -0.36 0.89 4.26 -0.06
C 4.70 -1.04 -0.02 -0.62
C -2.12 1.74 -1.09 -0.06
C 3.93 -0.06 -0.90 -0.53
C -3.24 -0.85 -2.84 -0.34
C 1.38 2.16 0.34 -0.08
C -1.99 1.30 -2.59 -0.15
C 2.34 1.70 -0.81 -0.21
C -4.16 -1.65 -3.85 -0.52
C -1.08 -0.16 3.41 -0.20
C 0.92 -2.62 1.50 -0.55
H 2.92 2.58 -1.07 0.10
H 1.88 2.66 1.16 0.06
H -1.49 2.62 -0.96 0.06
H 1.85 1.42 -1.74 0.11
H -0.95 1.79 4.46 0.07
H -1.95 2.26 -3.10 0.11
H -3.13 2.03 -0.83 0.08
H -1.76 0.26 2.68 0.12
H 0.48 1.25 3.68 0.07
H -1.68 0.98 -0.45 0.06
H 0.74 1.35 0.70 0.05
H 0.66 2.91 0.02 0.04
H -1.09 0.74 -2.83 0.13
H 0.08 0.46 5.16 0.08
H -1.72 -0.83 3.98 0.12

=====

32
Properties=species:S:1:pos:R:3:lowdin_charge:R:1 method="wB97M-V/def2-TZVPD" smiles="CC(=O)NCCC(=O)NCc1ccc(F)cc1" multiplicity=1 energy_ha=-826.1773 lumo_energy_ev=0.66 charge=0 largest_force_ha_per_bohr=0.0108
F -1.64 5.81 -0.03 0.05
O 1.54 -1.37 1.76 0.03
O -0.99 -1.20 -2.14 0.04
N -0.06 -0.21 -0.34 0.09
N 1.79 -2.75 -0.01 0.06
C -1.22 2.49 1.33 -0.03
C -1.29 3.87 1.26 -0.01
C -1.70 2.34 -1.02 -0.02
C -1.43 1.72 0.20 -0.21
C 0.00 -0.91 -1.49 -0.51
C 0.76 -3.64 1.97 0.01
C -1.31 0.22 0.25 -0.12
C 1.39 -1.29 -1.97 -0.08
C -1.77 3.72 -1.10 0.00
C 2.36 -1.75 -0.88 -0.18
C -1.57 4.46 0.04 -0.28
C 1.39 -2.47 1.26 -0.55
H 0.58 -3.38 3.01 0.08
H -1.35 -0.14 1.28 0.12
H -1.98 4.21 -2.04 0.12
H 3.26 -2.16 -1.35 0.12
H -2.11 -0.25 -0.34 0.13
H 1.42 -4.51 1.94 0.08
H 0.77 -0.08 0.23 0.12
H -1.85 1.73 -1.90 0.12
H -0.18 -3.90 1.49 0.09
H 1.82 -0.43 -2.49 0.12
H -1.14 4.49 2.14 0.12
H 1.26 -2.09 -2.71 0.12
H 1.56 -3.64 -0.41 0.15
H -1.00 2.01 2.27 0.11
H 2.67 -0.91 -0.24 0.12

=====

38
Properties=species:S:1:pos:R:3:lowdin_charge:R:1 method="wB97M-V/def2-TZVPD" multiplicity=1 energy_ha=-1982.6397 lumo_energy_ev=-2.89 charge=+1 largest_force_ha_per_bohr=0.0221
S -2.07 -2.20 0.53 1.01
S -2.40 0.31 2.07 0.95
Mg 0.23 1.75 -0.06 0.81
O -0.26 3.02 3.59 0.03
O -0.31 2.93 1.34 0.02
O 0.35 -3.02 -2.18 0.06
O 1.03 1.12 -1.56 -0.12
N -0.16 -0.76 -0.95 0.01
N 1.32 1.89 2.54 0.06
N 1.97 1.49 1.37 0.07
N -0.73 0.04 0.02 -0.16
C 1.17 -2.29 -2.95 -0.26
C -1.46 3.83 3.60 0.02
C 1.38 -0.91 -2.77 -0.08
C 0.72 -0.14 -1.71 -0.40
C 1.85 -2.95 -3.97 0.00
C -3.06 -2.29 2.06 -0.49
C 0.20 2.64 2.43 -0.56
C -1.61 -0.54 0.77 -0.89
C 2.27 -0.24 -3.63 -0.02
C 2.93 -0.90 -4.63 -0.08
C 2.71 -2.27 -4.80 -0.06
C -3.71 -0.94 2.27 -0.48
H -2.30 3.26 3.21 0.08
H 1.75 1.79 3.45 0.18
H 3.23 -2.81 -5.59 0.11
H -3.79 -3.08 1.93 0.09
H 3.61 -0.37 -5.28 0.10
H 2.26 0.52 1.45 0.14
H -4.12 -0.84 3.27 0.09
H -1.32 4.72 3.01 0.11
H 1.67 -4.01 -4.09 0.12
H 2.41 0.82 -3.48 0.11
H -0.06 -2.42 -1.53 0.04
H 2.79 2.05 1.19 0.14
H -1.62 4.08 4.65 0.11
H -2.39 -2.54 2.88 0.08
H -4.48 -0.74 1.54 0.09

=====

28
Properties=species:S:1:pos:R:3:lowdin_charge:R:1 method="wB97M-V/def2-TZVPD" smiles="C/C(=C1/C=CC=C[C@@H]1C#N)C(C)C" multiplicity=1 energy_ha=-520.8921 lumo_energy_ev=0.24 charge=0 largest_force_ha_per_bohr=0.0933
N -3.35 -1.24 1.60 0.19
C -2.74 -1.09 0.64 -0.19
C 1.77 0.07 0.59 -0.37
C -2.89 0.24 -1.20 -0.06
C -0.67 0.00 -0.04 -0.19
C -2.02 1.96 0.27 -0.05
C 2.70 -1.09 1.04 -0.10
C 2.48 1.28 -0.10 -0.03
C 0.56 -0.53 -0.15 -0.18
C -1.96 -0.61 -0.43 -0.30
C -2.99 1.49 -0.74 -0.07
C -0.93 1.26 0.57 -0.06
C 0.76 -1.86 -0.87 -0.03
H 3.41 -1.42 0.28 0.07
H -3.45 -0.14 -2.03 0.11
H -0.03 -2.38 -0.38 0.07
H 0.63 -1.65 -2.00 0.12
H 2.46 0.93 -1.15 0.09
H 1.87 2.20 0.04 0.08
H 3.39 1.60 0.23 0.03
H 1.84 -2.15 -0.70 0.08
H 1.37 0.42 1.53 0.11
H -0.10 1.57 1.16 0.10
H 2.19 -1.89 1.54 0.08
H -2.24 2.93 0.76 0.11
H -1.69 -1.44 -1.13 0.15
H -3.78 2.13 -1.16 0.11
H 3.41 -0.58 1.82 0.12

=====

32
Properties=species:S:1:pos:R:3:lowdin_charge:R:1 method="wB97M-V/def2-TZVPD" smiles="COc1cc(/C=C/C(N)=O)cc(OC)c1OC" multiplicity=1 energy_ha=-821.9381 lumo_energy_ev=0.18 charge=0 largest_force_ha_per_bohr=0.0150
O -1.71 2.45 -0.19 -0.09
O -2.33 -2.26 0.25 -0.06
O 5.38 1.04 0.44 0.05
O -3.41 0.14 0.05 -0.10
N 5.00 -0.92 -0.59 0.15
C -1.45 -1.23 0.15 -0.19
C 0.17 1.02 -0.10 0.05
C 3.13 0.50 -0.06 0.00
C -2.04 0.05 0.04 -0.14
C -2.55 2.89 0.86 -0.06
C 2.19 -0.45 -0.04 -0.04
C -0.08 -1.36 0.13 0.03
C 0.75 -0.24 -0.01 -0.21
C -1.21 1.17 -0.07 -0.21
C -1.83 -3.56 0.41 -0.08
C 4.59 0.25 -0.05 -0.56
C -3.98 0.53 -1.18 -0.06
H -2.70 -4.21 0.50 0.10
H -1.22 -3.65 1.32 0.10
H -2.91 3.87 0.55 0.09
H 4.38 -1.51 -1.13 0.09
H 2.49 -1.49 -0.03 0.11
H 0.38 -2.33 0.21 0.11
H -3.81 -0.23 -1.95 0.10
H -5.05 0.63 -1.00 0.10
H -3.58 1.48 -1.54 0.09
H -1.23 -3.88 -0.45 0.10
H -1.99 2.98 1.79 0.10
H 0.77 1.91 -0.20 0.12
H -3.40 2.22 1.02 0.09
H 2.88 1.55 -0.01 0.11
H 5.99 -1.10 -0.64 0.11

=====

37
Properties=species:S:1:pos:R:3:lowdin_charge:R:1 method="wB97M-V/def2-TZVPD" multiplicity=3 s_squared=2.025 energy_ha=-5841.8775 lumo_energy_ev="-7.78 / -8.67" charge=+2 largest_force_ha_per_bohr=0.0019
W -0.23 0.10 -0.59 1.15
Se -0.80 -1.85 0.65 0.81
Se 1.91 -0.36 -1.45 0.90
O -0.34 1.66 0.70 -0.13
O -1.04 -0.76 -2.31 -0.14
O -2.45 -0.85 -3.97 0.26
O 3.79 -2.33 -0.19 -0.08
O 2.62 -0.27 3.16 -0.04
O -1.38 3.52 1.46 0.23
N -1.82 1.27 -1.20 -0.04
C -2.18 2.38 -0.47 -0.15
C -3.63 1.72 -2.71 0.07
C 2.09 -1.66 1.31 -0.56
C 0.73 -2.00 1.91 -0.42
C 2.04 -0.33 0.54 -0.49
C -3.26 3.18 -0.83 0.08
C 3.06 -1.45 2.48 -0.18
C 2.61 -2.80 0.43 -0.24
C -2.56 0.96 -2.32 -0.16
C -3.99 2.86 -1.95 0.02
C -2.02 -0.25 -2.91 -0.38
C -1.28 2.54 0.62 -0.39
H -4.20 1.47 -3.59 0.14
H 2.92 0.30 0.69 0.11
H 1.85 -3.07 -0.31 0.11
H -4.83 3.46 -2.26 0.14
H 0.69 -3.03 2.23 0.09
H -0.69 3.50 2.14 0.18
H 2.80 -3.68 1.06 0.15
H 0.51 -1.35 2.75 0.08
H 3.03 -2.32 3.14 0.15
H 1.28 0.32 1.02 0.05
H 4.25 -3.06 -0.63 0.12
H -3.51 4.04 -0.22 0.15
H 3.19 -0.11 3.92 0.12
H -3.21 -0.42 -4.39 0.16
H 4.07 -1.33 2.10 0.14

=====

30
Properties=species:S:1:pos:R:3:lowdin_charge:R:1 method="wB97M-V/def2-TZVPD" multiplicity=3 s_squared=2.013 energy_ha=-994.2201 lumo_energy_ev="0.40 / -2.69" charge=0 largest_force_ha_per_bohr=0.0452
S 2.95 -2.24 0.25 1.08
O 1.34 -2.28 0.60 -0.44
N -1.35 -0.78 -0.81 0.08
C -1.78 -0.22 0.44 -0.31
C -3.23 -0.71 0.70 -0.24
C -3.53 -1.61 -0.50 -0.12
C 4.92 1.20 -0.32 -0.15
C 2.30 0.45 0.18 -0.14
C 3.93 2.17 -0.25 -0.07
C 2.62 1.79 0.01 -0.13
C -2.28 1.23 0.33 -0.11
C 3.29 -0.50 0.10 -0.50
C 4.61 -0.13 -0.15 -0.18
C -2.27 -1.47 -1.31 -0.14
C -3.72 0.74 0.58 -0.13
H -4.16 1.13 1.50 0.10
H -4.40 -1.28 -1.07 0.11
H -3.43 -1.19 1.66 0.13
H 1.28 0.16 0.36 0.07
H 0.80 -2.27 -0.20 0.03
H -3.68 -2.66 -0.22 0.11
H -4.41 0.92 -0.24 0.10
H -1.89 1.90 1.09 0.10
H -1.02 -0.40 1.21 0.13
H -2.11 1.66 -0.65 0.11
H 4.18 3.21 -0.39 0.11
H 5.95 1.48 -0.51 0.09
H -2.15 -1.95 -2.27 0.11
H 1.85 2.54 0.07 0.09
H 5.38 -0.89 -0.20 0.09

=====

38
Properties=species:S:1:pos:R:3:lowdin_charge:R:1 method="wB97M-V/def2-TZVPD" multiplicity=4 s_squared=3.779 energy_ha=-4524.1350 lumo_energy_ev="2.80 / 2.78" charge=-1 largest_force_ha_per_bohr=0.0145
W 0.78 -1.03 -0.66 0.39
Se 2.16 -1.73 -2.39 -0.23
S -1.05 -2.71 -0.41 0.25
S 0.44 -1.14 2.00 0.27
P -1.12 -2.21 1.53 -0.15
O -2.52 -1.49 1.86 -0.33
O -0.43 0.71 -0.50 -0.29
O 4.96 3.44 -2.42 0.02
O -1.11 2.75 -1.06 0.04
O -1.26 -3.47 2.50 -0.33
O 3.20 4.54 -3.38 0.02
C 4.57 4.66 -3.02 -0.17
C 2.27 1.65 -0.66 -0.10
C -2.31 -4.43 2.26 -0.31
C 1.42 3.34 -2.16 0.08
C -4.25 0.12 1.57 -0.08
C -1.71 -5.81 2.38 -0.08
C -0.23 1.92 -0.92 -0.60
C 1.20 2.31 -1.23 -0.14
C 3.79 2.96 -1.89 -0.21
C -2.84 -0.25 1.18 -0.31
C 3.60 1.96 -0.97 0.02
C 2.72 3.63 -2.46 -0.20
H 4.41 1.41 -0.53 0.12
H -2.12 0.51 1.47 0.10
H -3.08 -4.25 3.01 0.12
H -4.53 1.06 1.08 0.08
H 4.68 5.47 -2.29 0.14
H 0.58 3.85 -2.61 0.13
H -4.34 0.26 2.65 0.07
H 5.17 4.84 -3.91 0.13
H -0.95 -5.96 1.62 0.08
H -2.49 -6.57 2.25 0.07
H -2.75 -4.27 1.27 0.09
H -2.75 -0.40 0.11 0.09
H -4.96 -0.65 1.26 0.07
H 2.09 0.91 0.12 0.06
H -1.25 -5.94 3.36 0.08

=====

46
Properties=species:S:1:pos:R:3:lowdin_charge:R:1 method="wB97M-V/def2-TZVPD" multiplicity=1 energy_ha=-3302.5771 lumo_energy_ev=-2.41 charge=0 largest_force_ha_per_bohr=0.0373
Cl 1.25 3.64 2.98 0.68
Cl -0.27 0.92 3.60 0.63
S -3.25 -2.33 -1.24 0.56
S -5.10 -1.56 -3.08 0.57
F -3.88 -4.67 -0.17 0.13
F -7.01 -3.37 -3.27 0.13
F -2.34 -3.58 0.88 0.11
F -4.41 -2.97 1.05 0.13
F -7.46 -1.46 -4.19 0.13
F -7.52 -1.68 -2.03 0.13
O -2.86 -1.08 -0.66 -0.31
O -5.11 -0.13 -2.90 -0.29
O -4.53 -2.05 -4.30 -0.29
O -2.26 -2.99 -2.04 -0.30
N 3.90 0.97 0.38 0.17
N -4.73 -2.39 -1.78 -0.30
N 1.68 0.82 0.07 0.13
N 2.91 -1.19 0.17 0.16
C 4.92 -2.21 -0.76 0.09
C 3.47 3.50 0.58 -0.16
C 0.70 2.58 1.64 -0.64
C 4.17 -1.88 0.32 -0.14
C 2.88 0.10 0.21 -0.35
C 4.42 4.33 0.98 0.04
C -0.57 1.84 2.10 -0.72
C -6.87 -2.05 -3.14 -0.69
C 1.82 1.61 1.36 -0.30
C 3.30 2.14 1.17 -0.24
C -1.09 0.92 0.99 -0.12
C -3.49 -3.45 0.20 -0.68
H -0.74 1.32 0.04 0.08
H 4.25 5.40 1.00 0.07
H -1.33 2.57 2.38 0.10
H 0.46 3.22 0.79 0.12
H -2.17 0.82 0.98 0.08
H 4.73 0.60 0.83 0.14
H 3.79 2.11 2.14 0.14
H 5.93 -1.85 -0.89 0.08
H 2.78 3.84 -0.19 0.11
H 4.46 -2.12 1.34 0.12
H -0.65 -0.06 1.12 0.06
H 5.38 3.96 1.35 0.07
H 1.96 1.52 -0.62 0.15
H 4.48 -2.84 -1.54 0.08
H 2.01 -1.65 0.02 0.19
H 1.97 0.85 2.13 0.13

=====

41
Properties=species:S:1:pos:R:3:lowdin_charge:R:1 method="wB97M-V/def2-TZVPD" multiplicity=1 energy_ha=-4927.9480 lumo_energy_ev=-3.13 charge=0 largest_force_ha_per_bohr=0.1000
Cu -1.30 2.64 -0.96 0.68
Cu -0.12 1.93 1.80 0.63
P -3.54 1.12 2.22 0.22
F -3.86 0.71 3.79 -0.17
F -2.44 2.23 2.76 -0.18
F -3.15 1.44 0.71 -0.16
F -2.52 -0.13 2.21 -0.16
F -4.71 2.28 2.26 -0.16
F -4.70 0.07 1.69 -0.17
O -0.22 0.87 -0.23 -0.38
N 2.44 2.16 -0.17 0.02
N 1.76 -1.34 -0.05 -0.03
N -3.21 -1.48 -0.33 0.03
C 4.73 2.38 -0.33 -0.09
C -4.34 -2.27 -2.16 -0.12
C 2.59 -1.72 -1.07 -0.13
C 2.75 3.48 -0.16 -0.18
C 3.29 -2.55 0.87 -0.11
C 3.66 -2.33 -0.44 -0.14
C 2.10 -1.84 1.12 -0.13
C 4.12 3.64 -0.34 -0.12
C -4.44 -1.53 -0.97 -0.12
C -2.36 -2.28 -1.13 -0.14
C 3.68 1.52 -0.27 -0.12
C -3.06 -2.81 -2.21 -0.13
H 2.47 -1.34 -2.08 0.11
H 3.72 0.46 -0.46 0.09
H -0.88 0.21 -0.49 -0.02
H -5.12 -2.50 -2.87 0.09
H 1.53 1.78 -0.38 0.06
H -3.02 -0.95 0.51 0.07
H 2.06 4.30 -0.07 0.09
H 4.60 -2.62 -0.88 0.10
H -1.37 -2.50 -0.75 0.09
H 1.04 -0.65 -0.20 0.08
H 5.76 2.11 -0.51 0.10
H -5.30 -0.93 -0.71 0.10
H 4.58 4.62 -0.40 0.09
H 1.47 -1.60 1.96 0.11
H 3.89 -3.07 1.60 0.09
H -2.59 -3.50 -2.89 0.09

=====

53
Properties=species:S:1:pos:R:3:lowdin_charge:R:1 method="wB97M-V/def2-TZVPD" multiplicity=1 energy_ha=-2725.2888 lumo_energy_ev=-4.99 charge=+1 largest_force_ha_per_bohr=0.0197
F 0.35 2.88 0.01 0.16
F 1.93 3.93 -1.09 0.18
F 0.43 -1.27 3.39 0.15
F -0.60 1.96 -2.49 0.16
F 2.23 -0.73 1.68 0.20
F -0.34 0.41 -0.39 0.15
F 0.80 -1.42 -0.65 0.18
F 0.97 3.13 -3.41 0.18
F 0.90 0.97 1.92 0.16
F -0.30 5.33 -0.19 0.19
F -0.13 -2.35 1.58 0.19
F 2.59 1.49 -0.06 0.18
F 0.18 5.49 -2.27 0.23
F 1.13 0.22 -2.98 0.17
F 2.79 1.60 -2.79 0.19
F 2.95 -0.35 -1.13 0.16
F -1.50 4.30 -1.64 0.19
O -3.28 -4.89 0.07 -0.05
O -5.01 2.92 0.99 -0.05
O 3.84 -1.33 -4.48 -0.04
O 4.92 -2.40 -1.88 -0.06
O 4.92 -3.86 0.82 -0.05
O -3.06 -3.20 2.45 -0.04
N -1.61 0.38 3.20 0.13
N -2.71 1.06 3.43 0.16
C -3.62 -0.05 1.50 0.06
C 0.68 3.45 -1.15 -0.35
C 1.02 -0.26 1.38 -0.35
C 1.64 1.22 -2.23 -0.34
C 2.02 0.59 -0.86 -0.34
C 0.86 -0.18 -0.15 -0.33
C 0.64 2.43 -2.31 -0.34
C -3.70 0.86 2.58 -0.05
C -0.27 4.68 -1.35 -0.58
C -0.03 -1.15 2.12 -0.39
C -2.44 -0.75 1.32 0.05
C -1.40 -0.49 2.22 -0.07
H -3.41 -3.90 1.86 0.02
H -4.20 3.18 0.54 0.04
H -4.47 -0.17 0.84 0.14
H -5.63 3.63 0.78 0.06
H 3.01 -0.90 -4.27 0.02
H -2.61 -3.68 3.16 0.06
H -0.85 0.55 3.85 0.19
H -4.60 1.42 2.73 0.11
H 3.66 -2.27 -4.34 0.05
H 5.17 -1.91 -1.09 0.03
H 4.91 -1.73 -2.58 0.02
H 4.81 -2.98 1.19 0.02
H 5.14 -3.73 -0.11 0.01
H -2.33 -1.47 0.52 0.14
H -3.22 -5.16 -0.85 0.05
H -2.90 -5.62 0.57 0.05